[1]
7
Properties=species:S:1:pos:R:3 method="wB97M-V/def2-TZVPD" gap_ev="8.452 / 8.314" energy_ha=-286.15778 homo_energy_ev="-8.97 / -8.90" e_lumo_ha="-0.0190 / -0.0214" de_lowest_kcal_mol=103.13
N -0.44660 -0.72427 0.18953
N -0.39003 0.48878 0.49774
O -2.68199 0.69766 0.27838
F -2.58702 -0.51772 -0.33204
H -0.39820 -0.88112 -0.84320
H -0.94065 -1.42200 0.67542
H -0.46239 0.73340 1.49319

[2]
18
Properties=species:S:1:pos:R:3 method="wB97M-V/def2-TZVPD" smiles="C=C(OC(=O)O)N(C)C" gap_ev=9.495 energy_ha=-476.32500 homo_energy_ev=-8.86 e_lumo_ha=0.0234 de_lowest_kcal_mol=74.78
C 0.73207 1.48308 -1.66805
C -0.06817 0.69742 -0.94986
O -1.39958 0.79489 -0.89442
C -1.64587 0.24920 0.57830
O -1.62654 0.96601 1.53696
O -2.59703 -0.69138 0.37859
N 0.31391 -0.22605 0.09328
C 1.41862 0.21909 0.94788
C 0.25485 -1.67422 -0.10753
H 1.79989 1.35497 -1.66023
H 0.31247 2.34022 -2.16669
H -3.40227 -0.40734 0.83331
H 1.16261 1.14592 1.46003
H 1.70756 -0.55118 1.65939
H 2.30202 0.39448 0.33678
H 1.23782 -2.03492 -0.40562
H 0.01834 -2.13917 0.85384
H -0.52068 -1.92102 -0.82595

[3]
61
Properties=species:S:1:pos:R:3 method="wB97M-V/def2-TZVPD" gap_ev="4.090 / 3.974" multiplicity=2 energy_ha=-2409.86802 homo_energy_ev="-7.71 / -7.59" e_lumo_ha="-0.1330 / -0.1329" total_charge=+1 de_lowest_kcal_mol=70.37
C -2.73386 -1.61735 -1.27427
C -1.75712 -0.64694 -1.73639
C -0.53408 -1.38224 -2.03563
H -1.83978 0.42827 -1.54343
C -0.78286 -2.77110 -1.78677
C -2.14274 -2.92618 -1.36394
H -2.70273 -3.87744 -1.36541
H -3.79728 -1.41160 -1.06087
H 0.46474 -0.98807 -2.26930
H -0.08130 -3.58974 -1.99382
Ce -0.77470 -1.22584 0.38831
C 2.16776 2.66597 1.99263
H 0.46716 1.29178 -2.47124
H 1.23379 2.14007 2.19042
H 2.28651 2.45890 0.94200
Si 1.88436 1.34716 -2.04856
C 2.62172 3.12465 -1.87823
C 2.19679 3.80872 -3.03110
H 1.82604 3.21498 -3.87398
C 2.19406 5.21123 -3.10466
H 1.73928 5.65605 -3.99305
C 2.77216 5.97080 -2.08478
H 2.68143 7.05459 -2.13676
C 3.44505 5.30770 -1.05847
H 3.99135 5.92386 -0.33926
C 3.40332 3.90384 -0.96172
H 3.97521 3.45998 -0.14636
C 3.42191 0.34150 -2.48634
C 4.51736 1.03143 -3.06847
H 4.48101 2.11573 -3.01397
C 5.61227 0.38097 -3.61486
H 6.39436 0.94633 -4.10701
C 5.68670 -1.00275 -3.48081
H 6.48598 -1.53154 -3.96795
C 4.75014 -1.73048 -2.72398
H 4.86978 -2.82840 -2.57547
C 3.66857 -1.03962 -2.13507
H 3.01199 -1.50700 -1.38171
H 1.98525 3.69549 2.02931
H 2.98454 2.46938 2.69866
N -4.03821 -1.96846 4.12245
C -5.05478 -2.48160 3.35952
C -6.22240 -3.12317 3.72175
C -6.99905 -3.70669 2.70013
C -6.59568 -3.58948 1.35673
C -5.39112 -2.94437 1.00746
C -4.58854 -2.43063 2.03272
N -3.27865 -1.92724 2.02970
C -2.99197 -1.65057 3.31922
C -1.76114 -1.08494 3.79086
C -1.43405 -0.59869 5.03878
S 0.20227 0.04479 5.05998
C 0.38220 -0.39750 3.38688
N -0.73172 -0.94873 2.83290
H -4.07291 -1.83339 5.12973
H -6.51315 -3.18816 4.76792
H -7.92019 -4.25695 2.93545
H -7.23165 -4.01646 0.57565
H -5.05088 -2.82974 -0.02487
H -2.09967 -0.60018 5.90094
H 1.31712 -0.34091 2.82838

[4]
100
Properties=species:S:1:pos:R:3 method="wB97M-V/def2-TZVPD" gap_ev=6.705 energy_ha=-2932.60416 homo_energy_ev=-12.55 e_lumo_ha=-0.2148 total_charge=+2
Ir -0.24970 -0.56512 -0.21616
C -3.07573 3.04304 1.44513
C -1.96326 2.52699 2.37188
C -2.37718 2.75168 3.82778
C -0.66592 3.32656 2.16193
P -1.57577 0.72156 1.95665
C -0.29051 0.37898 3.21495
N 0.98843 0.37160 2.52116
B 1.17576 -0.14432 1.22370
N 2.55866 -0.18192 0.97127
C 3.10578 -0.79604 -0.20691
P 1.87728 -0.56151 -1.55939
C 2.43195 1.04438 -2.32259
C 2.50639 2.07399 -1.17730
C 3.81224 0.95374 -2.97762
C 1.41170 1.47344 -3.39476
C 2.24422 -2.02300 -2.67095
C 3.73361 -2.15845 -3.01186
C 1.82304 -3.30037 -1.92521
C 1.41069 -1.87603 -3.95440
C 3.20754 0.53439 2.00454
C 4.53315 0.89325 2.16911
C 4.86760 1.64850 3.28809
C 3.90545 2.00217 4.22852
C 2.57956 1.60738 4.08496
C 2.23777 0.88711 2.95414
C -3.08969 -0.33066 2.30478
C -3.95216 -0.28959 1.03094
C -2.61398 -1.76610 2.48782
C -3.92953 0.07621 3.52094
H -3.15548 4.12993 1.55038
H -4.04769 2.62039 1.70722
H -2.88068 2.82481 0.39357
H -2.38908 3.83251 4.00009
H -1.68177 2.32435 4.55154
H -3.37082 2.37867 4.04747
H -0.86358 4.37612 2.40201
H -0.30487 3.29681 1.14916
H 0.14356 2.99022 2.81728
H -0.52195 -0.59870 3.63251
H -0.25831 1.08185 4.04047
H 3.21423 -1.87101 -0.06812
H 4.08565 -0.39736 -0.46042
H 3.40945 1.94529 -0.57473
H 1.65944 2.02214 -0.49857
H 2.54264 3.07673 -1.61408
H 4.55658 0.44753 -2.35884
H 4.16825 1.97419 -3.14351
H 3.77175 0.46045 -3.94763
H 0.39615 1.48178 -3.02549
H 1.44494 0.81943 -4.26701
H 1.65488 2.48403 -3.73656
H 4.37324 -2.12978 -2.12519
H 4.07805 -1.40276 -3.71223
H 3.88085 -3.13408 -3.48515
H 2.57830 -3.61175 -1.19818
H 1.71850 -4.11126 -2.65323
H 0.88326 -3.18842 -1.41080
H 1.81262 -1.10099 -4.61016
H 0.36542 -1.63556 -3.74371
H 1.43051 -2.81724 -4.51013
H 5.29526 0.59514 1.45617
H 5.89579 1.95443 3.43865
H 4.19663 2.58660 5.09287
H 1.84712 1.85588 4.84610
H -3.41557 -0.72962 0.18520
H -4.25251 0.72132 0.75336
H -4.86329 -0.87259 1.19483
H -1.90634 -2.02858 1.69708
H -3.47183 -2.44055 2.40917
H -2.14273 -1.94324 3.45727
H -4.48793 0.99394 3.34013
H -3.32675 0.20170 4.42247
H -4.66283 -0.70960 3.72318
O 0.36792 -2.60791 0.81929
C -0.64215 -3.63570 0.80514
C -1.44742 -3.53389 -0.46880
C -2.22461 -4.60622 -0.87938
C -2.82615 -4.56692 -2.12096
C -2.60462 -3.46754 -2.93980
C -1.85186 -2.42636 -2.44715
N -1.31416 -2.42706 -1.21033
H 0.87680 -2.65329 1.64361
H -1.28407 -3.57022 1.68025
H -0.14344 -4.60200 0.82958
H -2.32682 -5.47316 -0.23715
H -3.43148 -5.39754 -2.46341
H -3.01176 -3.41743 -3.94294
H -1.65993 -1.55964 -3.05851
Cl -4.07842 1.20272 -4.01693
C -2.76652 1.64735 -3.00560
C -2.26658 2.93577 -2.99520
C -1.22760 3.21676 -2.12703
C -0.72040 2.21209 -1.32622
N -1.19134 0.96362 -1.35602
C -2.21113 0.69347 -2.17910
H -2.69258 3.69429 -3.64139
H -0.80334 4.21188 -2.06978
H 0.08379 2.38731 -0.65245
H -2.62852 -0.29545 -2.15530

[5]
36
Properties=species:S:1:pos:R:3 method="wB97M-V/def2-TZVPD" smiles=O.O.O.O.O.O.O.O.O.O.O.O gap_ev=8.765 energy_ha=-917.25256 homo_energy_ev=-9.29 e_lumo_ha=-0.0192 de_lowest_kcal_mol=45.68
O 2.78158 2.02550 -0.61261
H 2.02858 2.04850 -1.13961
H 3.15358 2.89750 -0.70761
O -1.00442 -2.51450 -1.21961
H -0.34642 -2.31350 -0.52661
H -1.74942 -2.00050 -0.95661
O 0.35058 0.33750 -0.27961
H -0.42142 0.79250 -0.67061
H 0.20058 0.50350 0.63939
O 1.79758 -1.99250 -1.02161
H 2.70858 -1.93850 -0.69761
H 1.37258 -1.14950 -0.78161
O 2.39458 1.61150 2.13839
H 2.07758 2.17050 1.44539
H 3.12958 2.05050 2.52439
O 3.40058 -0.63250 0.77639
H 2.96658 0.13750 1.13439
H 4.33458 -0.29950 0.68839
O -0.16242 0.12650 2.35039
H 0.66958 0.50850 2.64239
H -0.89942 0.62650 2.65239
O -1.88142 2.11750 -0.69261
H -2.60542 2.33550 -0.17261
H -1.83842 2.75550 -1.48161
O -3.03042 -0.57550 -1.32161
H -3.82142 -1.01550 -1.67261
H -3.22342 0.40050 -1.35961
O -3.23542 0.21450 1.43739
H -4.08942 0.45150 1.16439
H -2.81842 0.01350 0.58139
O -0.08942 -2.54250 1.49139
H -0.88142 -3.04750 1.34539
H -0.29442 -1.58650 1.55339
O -0.49742 -0.92250 -3.39661
H 0.14758 -0.22150 -3.30061
H -0.62442 -1.37250 -2.55361

[6]
101
Properties=species:S:1:pos:R:3 method="wB97M-V/def2-TZVPD" gap_ev=6.074 energy_ha=-6505.83688 homo_energy_ev=-2.33 e_lumo_ha=0.1375 total_charge=-2 de_lowest_kcal_mol=25.60
Mg 1.12552 0.78117 1.68836
Cl 2.69758 -3.79988 2.56300
C 3.64557 -2.68382 1.60674
C 4.87692 -3.11816 1.10226
C 5.63842 -2.29490 0.31941
Cl 7.16727 -2.89676 -0.31713
C 5.19722 -0.98744 0.00173
C 5.88438 -0.08587 -0.84116
C 5.33514 1.13610 -1.11405
C 4.11628 1.49608 -0.50559
N 3.47418 0.70165 0.31263
C 3.96390 -0.54125 0.54857
C 3.11323 -1.40637 1.36586
O 1.97405 -1.02460 1.79303
H 5.21589 -4.11980 1.33086
H 6.82887 -0.38809 -1.27395
H 5.82204 1.82512 -1.79498
H 3.64879 2.44983 -0.73077
C -3.43144 3.80840 2.02676
C -2.26110 2.98107 1.56089
N -2.37423 1.76329 1.24344
O -3.66916 1.32634 1.39814
C -0.90965 3.61792 1.52479
C -0.81843 5.06964 1.14711
N 0.14035 2.97041 1.87469
O 1.24453 3.76542 1.90144
H -4.03341 3.20011 2.70316
H -4.06838 4.09359 1.18344
H -3.09994 4.71022 2.54352
H -3.54075 0.37035 1.33476
H -0.72760 5.70093 2.03648
H -1.69565 5.38452 0.57764
H 0.07707 5.22272 0.54689
N 2.08999 3.75810 4.15743
C 2.27682 3.12907 2.85179
O 2.18412 1.81051 2.85937
C 3.62826 3.56153 2.25611
I 3.91588 5.68384 2.08751
H 1.55437 3.10169 4.70837
H 1.51958 4.58518 4.05304
H 3.75183 3.15556 1.26265
H 4.40518 3.21038 2.92343
O 1.37375 1.92672 -2.09215
C 0.49975 1.57265 -1.28769
O 0.67248 1.05532 -0.12905
C -0.98106 1.74475 -1.70379
C -1.80310 0.45469 -1.48392
Ge -1.61158 -0.89597 -2.87158
C -2.37218 -2.56745 -2.18095
C -3.37417 -3.28058 -2.84045
C -3.88822 -4.45445 -2.29841
C -3.39936 -4.93428 -1.08842
C -2.41032 -4.22843 -0.41284
C -1.90756 -3.04914 -0.95040
C 0.22326 -1.20359 -3.45200
C 0.68035 -0.74751 -4.68820
C 2.00418 -0.93536 -5.06772
C 2.88717 -1.57772 -4.20980
C 2.44799 -2.01751 -2.96758
C 1.12609 -1.83080 -2.59156
C -2.64243 -0.36527 -4.46463
C -2.55113 -1.07482 -5.66640
C -3.25525 -0.67203 -6.79566
C -4.06996 0.45387 -6.74238
C -4.17647 1.16925 -5.55523
C -3.46805 0.76013 -4.42931
H -0.98817 2.09433 -2.73935
H -1.39611 2.53240 -1.06774
H -2.86889 0.66875 -1.36804
H -1.46224 0.01149 -0.54561
H -3.76178 -2.91111 -3.78605
H -4.67434 -4.99227 -2.81655
H -3.79401 -5.85295 -0.66942
H -2.03426 -4.58530 0.53934
H -1.16309 -2.49006 -0.38671
H 0.00315 -0.22670 -5.35706
H 2.34895 -0.56538 -6.02701
H 3.92032 -1.72796 -4.50303
H 3.13766 -2.48899 -2.28255
H 0.80495 -2.16901 -1.60925
H -1.91254 -1.95305 -5.71830
H -3.16498 -1.23162 -7.72060
H -4.61586 0.77334 -7.62273
H -4.80745 2.04968 -5.50857
H -3.55273 1.33071 -3.50838
O -1.41176 -1.73203 1.97041
C -0.90611 -1.21946 2.97321
N -0.21159 -0.05167 2.99997
S 0.28129 0.32948 4.51109
O 1.60654 -0.07233 4.89216
O -0.18336 1.64250 4.89637
C -0.73459 -0.91392 5.32534
C -0.93656 -1.19089 6.66288
C -1.57313 -2.38187 6.99462
C -1.97963 -3.27484 6.00184
C -1.78494 -2.97290 4.65895
C -1.15909 -1.78270 4.34339
H -0.61757 -0.49155 7.42857
H -1.74454 -2.62346 8.03720
H -2.44663 -4.21179 6.28458
H -2.10456 -3.64511 3.86948

[7]
20
Properties=species:S:1:pos:R:3 method="wB97M-V/def2-TZVPD" gap_ev="2.599 / 8.962" multiplicity=2 energy_ha=-324.36312 homo_energy_ev="1.34 / -5.18" e_lumo_ha="0.1449 / 0.1388" total_charge=-1 de_lowest_kcal_mol=29.51
C -0.78125 -0.20108 -0.68730
N -0.57205 0.30084 0.66820
C -0.73713 -0.85854 1.61171
N -1.09535 -0.51790 2.97232
C -0.39853 0.84645 -1.75394
N 1.00379 1.29389 -1.45801
C 2.02433 0.23451 -1.29756
H -0.18646 -1.10910 -0.79317
H -1.83829 -0.50149 -0.85611
H -1.26050 1.02607 0.83809
H 0.23870 -1.34268 1.61697
H -1.43170 -1.49192 1.04771
H -0.48073 0.20473 3.33618
H -0.92075 -1.32786 3.56549
H -1.09862 1.65947 -1.53786
H -0.28866 0.31829 -2.71168
H 0.99692 1.62867 -0.49797
H 1.81179 -0.59043 -2.03960
H 2.06176 -0.17516 -0.29748
H 2.95273 0.60326 -1.72599

[8]
30
Properties=species:S:1:pos:R:3 method="wB97M-V/def2-TZVPD" smiles=CO.CO.CO.CO.CO gap_ev=9.889 energy_ha=-578.57768 homo_energy_ev=-9.59 e_lumo_ha=0.0108 de_lowest_kcal_mol=55.88
C -3.76269 1.23528 2.09517
O -4.33578 2.02613 0.96653
H -3.05014 0.58361 1.58951
H -3.37489 1.94807 2.82294
H -4.48228 0.58272 2.58958
H -3.61462 2.52389 0.57441
C 3.09456 -0.24911 2.34347
O 3.21277 -0.38205 0.92247
H 2.48882 -1.00045 2.85010
H 4.03769 -0.16698 2.88370
H 2.69882 0.72863 2.61825
H 2.33290 -0.53341 0.56960
C -1.39318 -2.94616 -1.91997
O -1.34900 -2.27318 -0.65091
H -0.38614 -2.88202 -2.33213
H -1.73400 -3.98051 -1.87470
H -1.94106 -2.36810 -2.66413
H -1.95189 -2.75274 -0.07807
C 0.15387 0.51259 0.54568
O 0.82655 -0.66838 0.01814
H -0.75540 0.25102 1.08690
H 0.81895 1.08953 1.18826
H -0.05036 1.16104 -0.30631
H 0.13080 -1.11456 -0.47019
C 1.78309 1.49204 -2.33561
O 2.89066 1.85321 -3.18566
H 1.10675 2.34345 -2.25969
H 1.16495 0.65889 -2.67004
H 2.10290 1.22267 -1.32900
H 3.33743 1.10502 -3.58841

Copy entry 8 word for word.
30
Properties=species:S:1:pos:R:3 method="wB97M-V/def2-TZVPD" smiles=CO.CO.CO.CO.CO gap_ev=9.889 energy_ha=-578.57768 homo_energy_ev=-9.59 e_lumo_ha=0.0108 de_lowest_kcal_mol=55.88
C -3.76269 1.23528 2.09517
O -4.33578 2.02613 0.96653
H -3.05014 0.58361 1.58951
H -3.37489 1.94807 2.82294
H -4.48228 0.58272 2.58958
H -3.61462 2.52389 0.57441
C 3.09456 -0.24911 2.34347
O 3.21277 -0.38205 0.92247
H 2.48882 -1.00045 2.85010
H 4.03769 -0.16698 2.88370
H 2.69882 0.72863 2.61825
H 2.33290 -0.53341 0.56960
C -1.39318 -2.94616 -1.91997
O -1.34900 -2.27318 -0.65091
H -0.38614 -2.88202 -2.33213
H -1.73400 -3.98051 -1.87470
H -1.94106 -2.36810 -2.66413
H -1.95189 -2.75274 -0.07807
C 0.15387 0.51259 0.54568
O 0.82655 -0.66838 0.01814
H -0.75540 0.25102 1.08690
H 0.81895 1.08953 1.18826
H -0.05036 1.16104 -0.30631
H 0.13080 -1.11456 -0.47019
C 1.78309 1.49204 -2.33561
O 2.89066 1.85321 -3.18566
H 1.10675 2.34345 -2.25969
H 1.16495 0.65889 -2.67004
H 2.10290 1.22267 -1.32900
H 3.33743 1.10502 -3.58841